1.
6
Properties=species:S:1:pos:R:3 method="wB97M-V/def2-TZVPD" spin_multiplicity=1 de_lowest_ev=5.5803 lumo_ev=0.9636 mol_weight_g_mol=45.0 smiles=[nH]1[nH][nH]1 orbital_gap_ev=10.8990 total_energy_ev=-4514.331
N -0.849 -0.124 0.161
N 0.359 -0.687 -0.381
N 0.270 0.701 -0.337
H -1.501 -0.128 -0.644
H 1.114 -0.840 0.397
H 0.608 1.078 0.805



2.
8
Properties=species:S:1:pos:R:3 method="wB97M-V/def2-TZVPD" spin_multiplicity=1 de_lowest_ev=0.8548 lumo_ev=0.6074 mol_weight_g_mol=77.0 smiles="N/[N+]([O-])=N/O" orbital_gap_ev=9.9021 total_energy_ev=-8609.014
N -0.592 1.320 0.333
N -0.170 0.026 0.050
O -0.996 -0.913 0.019
N 1.109 -0.180 -0.294
O 1.437 -1.529 -0.367
H 0.107 1.972 0.046
H -1.567 1.213 0.162
H 0.672 -1.909 0.051



3.
9
Properties=species:S:1:pos:R:3 method="wB97M-V/def2-TZVPD" spin_multiplicity=1 de_lowest_ev=0.8806 charge=-1 lumo_ev=4.6496 mol_weight_g_mol=108.0 smiles="[H]/N=N/[P@@](N)(=O)[O-]" orbital_gap_ev=9.2153 total_energy_ev=-17905.260
H -1.301 2.506 -0.901
N -0.800 1.557 -0.867
N -0.342 1.321 0.289
P 0.108 -0.239 0.793
N 0.626 -1.012 -0.700
O 1.232 0.002 1.728
O -1.119 -0.942 1.246
H 0.065 -1.742 -1.001
H 1.531 -1.451 -0.588



4.
9
Properties=species:S:1:pos:R:3 method="wB97M-V/def2-TZVPD" spin_multiplicity=3 de_lowest_ev=0.6184 charge=-1 lumo_ev="4.6363 / 3.2688" mol_weight_g_mol=108.0 orbital_gap_ev="6.5902 / 8.9001" total_energy_ev=-17902.308
N -1.826 0.217 -1.038
N -0.632 0.403 -0.960
N 1.707 -0.161 0.274
O 0.031 1.145 1.867
O -0.310 -1.373 1.606
P 0.131 -0.040 1.030
H -2.143 0.384 -2.158
H 1.730 -1.091 -0.114
H 1.311 0.516 -0.507



5.
9
Properties=species:S:1:pos:R:3 method="wB97M-V/def2-TZVPD" spin_multiplicity=1 de_lowest_ev=2.6911 lumo_ev=-0.6456 mol_weight_g_mol=109.1 smiles="NN(S)[N+](=O)[O-]" orbital_gap_ev=8.7995 total_energy_ev=-19443.445
N 0.479 -0.883 -0.368
N -0.635 -0.128 -0.617
S -1.207 1.006 0.888
N -0.592 0.726 -1.763
O 0.349 0.625 -2.473
O -1.515 1.500 -1.863
H 1.466 -0.424 -0.355
H 0.238 -1.376 0.431
H -2.588 0.878 0.459



6.
10
Properties=species:S:1:pos:R:3 method="wB97M-V/def2-TZVPD" spin_multiplicity=3 de_lowest_ev=0.0000 lumo_ev="0.1161 / -2.1579" mol_weight_g_mol=109.0 orbital_gap_ev="7.6423 / 8.5346" total_energy_ev=-12698.996
N 1.068 -0.942 0.508
N 0.574 0.104 1.156
N -1.557 -0.182 -0.144
O -1.439 -1.334 -0.457
O -2.520 0.484 -0.116
O 0.908 1.273 -0.912
O 0.802 1.251 0.602
H 0.635 -1.861 0.673
H 1.284 -0.709 -0.433
H 0.246 1.915 -0.878



7.
8
Properties=species:S:1:pos:R:3 method="wB97M-V/def2-TZVPD" spin_multiplicity=1 de_lowest_ev=3.5989 lumo_ev=0.0008 mol_weight_g_mol=93.1 smiles="NSNN=O" orbital_gap_ev=9.8685 total_energy_ev=-17397.973
N -1.692 0.183 -0.466
S -0.596 0.557 0.795
N 0.905 -0.005 0.279
N 1.590 -0.880 0.877
O 2.762 -1.040 0.221
H -1.937 1.141 -0.764
H -2.423 -0.554 -0.533
H 1.391 0.599 -0.409



8.
8
Properties=species:S:1:pos:R:3 method="wB97M-V/def2-TZVPD" spin_multiplicity=1 de_lowest_ev=0.6220 lumo_ev="-0.3773 / -0.3749" mol_weight_g_mol=90.0 orbital_gap_ev="7.7443 / 7.7474" total_energy_ev=-15292.663
N -2.754 -0.203 -0.026
N -2.239 0.414 -0.988
N 0.883 0.257 -1.307
N 0.745 0.123 -0.058
P -1.345 1.117 -1.942
H -3.616 -0.514 -0.386
H 0.274 0.884 0.539
H 0.575 -0.826 0.279



9.
6
Properties=species:S:1:pos:R:3 method="wB97M-V/def2-TZVPD" spin_multiplicity=1 de_lowest_ev=0.7668 lumo_ev=-0.7149 mol_weight_g_mol=49.0 smiles="N=O.O" orbital_gap_ev=9.2185 total_energy_ev=-5630.065
N 2.011 -0.354 0.462
O 0.844 -0.632 0.505
H 2.587 -0.936 -0.323
O -1.803 1.133 -0.167
H -2.484 0.320 -0.617
H -1.155 0.468 0.140



10.
7
Properties=species:S:1:pos:R:3 method="wB97M-V/def2-TZVPD" spin_multiplicity=1 de_lowest_ev=0.5431 lumo_ev="-1.7375 / -1.7383" mol_weight_g_mol=77.1 smiles="O=[SiH2].N=O" orbital_gap_ev="8.2870 / 8.2861" total_energy_ev=-13507.739
O -1.294 1.087 -0.577
Si -1.138 -0.320 0.045
H -1.345 -0.351 1.451
H -1.248 -1.488 -0.710
N 2.048 0.387 0.132
O 1.332 -0.561 -0.115
H 1.645 1.247 -0.226